Below is a cluster of 4 separate species, C12H25BO8S in total in a non-equilibrium geometry, with properties calculated with wB97M-V/def2-TZVPD.

Geometry as XYZ:
```
47
Properties=species:S:1:pos:R:3:forces:R:3:mulliken_charge:R:1
C -1.6108 4.1652 3.4923 -0.16 -0.33 -0.91 -0.91
C -2.0820 3.1969 2.2826 -0.25 0.12 1.00 -0.11
O -2.7956 2.0368 2.8533 1.48 -1.47 -1.59 -0.48
B -2.4004 0.8394 2.1383 -1.37 1.64 -0.12 0.72
O -3.0364 0.5815 0.8628 2.01 0.74 1.43 -0.51
C -1.2776 -0.1007 2.8242 2.75 -3.91 0.99 0.61
C -0.7504 -1.3760 2.4807 -1.41 1.37 -0.39 0.06
C -1.2038 -2.2152 1.2048 1.12 -0.13 -0.05 -0.66
C -0.7350 -1.4570 -0.1474 0.01 0.49 -0.33 -0.06
C 0.8481 -1.6873 -0.4695 -1.54 0.62 0.43 -0.50
S 1.4973 -0.1395 -1.3324 -0.07 -0.22 -0.08 -0.32
C 0.3436 -1.8662 3.5684 0.02 -1.38 -0.90 0.09
O 1.1615 -2.7966 3.5025 -3.34 3.91 0.64 -0.51
O 0.1195 -0.9868 4.6966 0.97 0.79 -1.88 -0.27
C -0.4280 0.2180 4.1498 -2.11 3.49 -1.07 0.26
O -0.3414 1.3947 4.5431 0.57 -4.90 -0.23 -0.48
H -1.8494 5.2386 3.1585 0.64 -1.51 0.70 0.32
H -2.1884 3.9247 4.4549 0.85 0.26 -1.61 0.22
H -0.4914 3.9875 3.6567 -1.72 0.53 -0.05 0.24
H -2.8314 3.7228 1.5952 1.30 -0.63 0.74 0.30
H -1.1769 2.7713 1.7241 -1.06 1.07 0.46 0.14
H -3.0013 1.3927 0.2971 -0.50 -0.88 0.86 0.28
H -2.3303 -2.4461 1.2101 1.70 0.75 0.11 0.30
H -0.6743 -3.2355 1.2107 -0.75 1.46 0.14 0.32
H -1.4101 -1.7677 -1.0410 1.34 0.30 1.52 0.14
H -0.8518 -0.3101 -0.0723 -0.14 -2.02 0.26 -0.02
H 1.4513 -1.8276 0.4899 -0.84 -0.04 -1.44 0.25
H 0.9542 -2.5334 -1.2246 0.21 1.17 1.14 0.39
H 0.8256 0.9799 -0.8646 0.21 -1.32 0.18 0.17
C 5.6219 0.9919 -0.9839 -0.27 -0.12 -0.09 -0.54
O 4.3822 1.5166 -1.4325 -0.04 0.06 -0.15 -0.42
H 6.3015 1.8199 -0.7807 -0.12 -0.03 -0.04 0.23
H 5.4690 0.4168 -0.0669 0.23 -0.05 0.03 0.23
H 6.0538 0.3520 -1.7580 0.21 -0.04 0.13 0.24
H 3.7989 0.7639 -1.6052 0.04 0.23 0.17 0.24
C -4.3052 -3.1846 -2.4475 0.06 -0.05 -0.25 -0.54
O -2.9075 -3.0651 -2.6711 0.19 0.01 -0.06 -0.45
H -4.5111 -2.9889 -1.3949 0.11 0.00 -0.09 0.19
H -4.8405 -2.4566 -3.0619 -0.20 -0.05 0.11 0.27
H -4.6334 -4.1966 -2.6978 -0.21 0.05 0.09 0.28
H -2.7526 -3.2428 -3.6074 0.08 0.07 0.25 0.28
C 3.4001 0.6931 -4.9820 -0.18 -0.01 0.21 -0.39
O 2.2218 -0.0502 -4.7074 -0.12 -0.01 0.00 -0.47
H 3.8321 0.3345 -5.9168 -0.11 -0.03 0.08 0.26
H 3.1532 1.7531 -5.0814 0.25 0.06 -0.04 0.24
H 4.1221 0.5529 -4.1733 0.17 0.17 -0.11 0.12
H 1.8591 0.2858 -3.8762 0.00 -0.25 -0.17 0.28
```
Positions in Å, forces in eV/Å.

Computed properties:
DFT total energy = -40738.64427 eV
E_LUMO = -1.42 eV
HOMO-LUMO gap = 8.198 eV
spin multiplicity = 1

***

Below is a structure of composition C36H90F4KN2O26S4 in a non-equilibrium geometry, with properties calculated with wB97M-V/def2-TZVPD.

Geometry as XYZ:
```
163
Properties=species:S:1:pos:R:3:forces:R:3:mulliken_charge:R:1
K -6.8097 2.4527 -0.0360 0.48 0.18 0.20 0.96
N -2.7323 1.4693 -0.8205 2.41 2.88 -1.90 -0.24
S -1.5589 0.8547 -0.0637 1.83 -4.81 6.43 0.99
O -0.7221 1.6492 0.8520 -1.27 -0.19 -2.05 -0.56
O -0.9157 -0.2918 -0.6398 -0.15 0.63 -0.36 -0.54
F -2.5497 0.1445 1.0377 -0.06 -0.19 0.09 -0.36
S -1.6202 2.5687 -1.6002 -3.09 4.03 -3.48 1.06
O -0.3354 2.2161 -2.1465 -0.90 -0.31 1.59 -0.46
O -1.8808 3.9335 -1.1463 0.80 -2.22 0.03 -0.58
F -2.5156 2.4998 -2.9289 0.01 0.18 -0.16 -0.27
N -1.9728 8.8957 -7.2953 -0.82 -4.26 -0.52 -0.29
S -1.9260 7.3123 -7.9437 -1.76 -1.27 0.14 1.03
O -1.6856 6.3088 -6.9181 0.00 1.47 -1.20 -0.54
O -1.4792 6.9880 -9.3149 -0.33 1.38 2.83 -0.55
F -3.5171 7.3237 -8.1116 -0.05 -0.48 -0.06 -0.27
S -0.7195 9.5054 -7.9000 1.27 4.12 -0.73 1.08
O -0.9374 9.9128 -9.2657 1.03 -0.09 0.51 -0.58
O 0.5235 8.9987 -7.4355 0.88 -0.75 -0.58 -0.58
F -0.7790 10.8904 -7.0534 -0.26 -0.10 -0.41 -0.31
C -9.8098 4.7134 2.3686 -1.38 0.18 1.12 -0.76
O -8.5889 4.1524 2.6760 2.22 -1.00 0.22 -0.22
C -7.9626 4.4368 3.9522 0.46 0.21 -0.67 -0.55
C -6.4517 4.0482 3.9531 -0.93 0.28 0.49 -0.55
O -5.7419 4.6095 2.9047 0.49 -1.49 -1.05 -0.26
C -5.5953 5.9967 2.8726 -0.62 0.04 0.19 -0.70
H -9.8485 5.7997 2.4493 0.34 0.25 -0.29 0.32
H -10.5480 4.3617 3.0893 -0.39 -0.08 0.13 0.31
H -10.1705 4.3773 1.3965 0.42 0.10 -0.11 0.23
H -8.4332 3.9555 4.8095 -0.38 -0.29 -0.16 0.39
H -8.0209 5.5113 4.1258 -0.13 0.16 0.03 0.34
H -6.2511 2.9778 3.9999 -0.37 -0.20 -0.72 0.33
H -6.0320 4.3388 4.9161 -0.11 0.62 0.36 0.35
H -5.0282 6.3240 3.7440 0.21 0.30 -0.09 0.29
H -6.5951 6.4302 2.8996 0.05 0.55 -0.07 0.28
H -5.1202 6.2369 1.9214 0.15 0.13 0.30 0.23
C -2.3517 -5.9024 3.5365 0.28 0.07 -1.42 -0.69
O -2.2304 -6.7736 4.5896 -0.62 -1.39 2.89 -0.27
C -1.1990 -7.7566 4.5941 1.26 0.64 -0.63 -0.41
C -0.6862 -8.4180 5.9299 -2.57 1.38 0.03 -0.47
O -1.8544 -8.6135 6.7650 0.65 0.46 -0.61 -0.27
C -1.5718 -9.0551 8.0536 0.09 -1.93 0.15 -0.84
H -2.6457 -6.4230 2.6251 0.48 -0.28 -0.47 0.29
H -1.4308 -5.3369 3.3944 0.13 0.14 -0.30 0.29
H -3.1825 -5.2023 3.6245 0.07 0.00 0.96 0.24
H -0.3023 -7.2192 4.2857 0.39 -0.09 -0.56 0.25
H -1.3843 -8.5264 3.8449 -0.33 -0.14 -0.02 0.30
H 0.0281 -7.7434 6.4017 -0.09 0.14 0.32 0.32
H -0.1512 -9.3397 5.7013 -0.20 -0.26 -0.11 0.33
H -2.4560 -9.4052 8.5864 -0.64 1.14 -0.07 0.30
H -0.9442 -8.4197 8.6784 -0.04 0.27 -0.15 0.30
H -1.1483 -10.0567 7.9792 1.13 -0.14 -0.02 0.32
C 3.3442 -4.4448 1.0552 -0.45 -0.40 0.23 -0.72
O 4.2236 -3.4389 1.5606 -0.25 -0.31 -0.20 -0.37
C 3.7210 -2.1451 1.8584 -2.05 0.05 0.72 -0.46
C 3.3672 -1.8910 3.3721 1.32 -1.06 -0.34 -0.38
O 4.5400 -1.8665 4.1161 1.90 0.12 1.72 -0.32
C 4.3264 -1.3080 5.4144 0.01 0.88 -1.04 -0.76
H 3.0783 -5.1924 1.8026 0.31 0.04 0.53 0.27
H 3.7644 -5.0235 0.2326 0.69 0.37 0.00 0.28
H 2.3651 -4.1628 0.6679 0.03 1.06 0.04 0.30
H 2.7336 -2.0118 1.4164 -0.13 -0.08 -0.57 0.33
H 4.3537 -1.3961 1.3820 0.30 -0.02 0.53 0.32
H 2.8578 -2.7536 3.8019 -1.01 -0.16 -0.59 0.20
H 2.8515 -0.9740 3.6571 -0.65 0.19 -1.04 0.41
H 5.2612 -1.1122 5.9397 0.12 -0.45 -0.25 0.28
H 3.6236 -1.8209 6.0710 -0.01 -0.59 -0.15 0.29
H 3.8874 -0.3317 5.2091 -0.17 0.42 0.40 0.32
C -2.2862 2.2128 9.4568 -0.95 1.13 -0.67 -0.59
O -1.8368 3.3514 8.6709 0.84 -1.43 1.69 -0.41
C -0.9443 3.0786 7.5754 -1.01 -0.01 -0.34 -0.48
C 0.0145 1.8638 7.4871 -1.14 1.17 1.89 -0.45
O -0.6218 0.6030 7.6265 -0.27 0.63 -1.05 -0.35
C -1.6520 0.2916 6.6494 1.49 -0.46 0.69 -0.68
H -3.0511 2.6149 10.1211 0.31 0.29 0.32 0.29
H -1.5399 1.6804 10.0465 0.22 0.12 -0.35 0.25
H -2.8871 1.5499 8.8343 0.45 -0.46 -0.19 0.22
H -0.3448 3.9836 7.4770 0.07 -0.02 -0.14 0.34
H -1.6891 3.0544 6.7800 0.61 -0.15 -0.91 0.29
H 0.6929 1.9180 8.3385 0.09 -0.10 0.12 0.34
H 0.6362 2.1170 6.6284 -0.16 -0.85 -0.69 0.39
H -1.8255 -0.7541 6.9036 -0.43 0.05 -0.45 0.22
H -1.2184 0.3832 5.6536 -0.22 -0.05 -0.17 0.34
H -2.5710 0.8733 6.7220 0.11 0.16 0.21 0.26
C -6.6393 -6.0176 -0.2894 1.13 -0.26 0.69 -0.68
O -5.6537 -5.8115 -1.2643 -0.49 -0.44 -1.07 -0.24
C -6.0282 -6.1932 -2.5868 -0.26 1.64 0.34 -0.49
C -4.7620 -6.2746 -3.3653 1.30 1.08 -0.38 -0.61
O -4.0921 -5.0062 -3.3634 -1.02 0.91 0.15 -0.28
C -2.6965 -5.0341 -3.1707 -0.66 -0.59 0.75 -0.70
H -7.3856 -5.2432 -0.1122 -0.03 0.42 -0.58 0.25
H -5.9692 -6.0269 0.5703 -0.78 -0.41 0.71 0.18
H -7.1541 -6.9646 -0.4516 -0.01 -0.20 0.24 0.31
H -6.6436 -5.3835 -2.9790 -0.22 0.12 -0.31 0.28
H -6.6340 -7.0973 -2.6472 0.20 -0.39 0.26 0.42
H -4.9081 -6.4134 -4.4365 -0.34 -1.07 0.06 0.31
H -4.1341 -7.0112 -2.8642 0.19 -0.33 -0.36 0.39
H -2.5494 -5.2900 -2.1214 0.52 -0.63 0.08 0.27
H -2.2345 -4.0491 -3.2379 -0.39 0.01 -0.73 0.27
H -2.3221 -5.7780 -3.8740 0.85 0.14 0.16 0.31
C 5.6581 5.2659 3.1765 1.25 -0.88 0.21 -0.64
O 5.6578 6.0481 4.3162 1.55 2.45 0.90 -0.41
C 4.6862 5.9510 5.3361 -1.66 0.27 -4.11 -0.40
C 3.3823 6.6634 4.7572 -2.18 -0.25 1.41 -0.63
O 2.4381 5.8959 3.9700 1.85 -1.08 -0.89 -0.28
C 1.3085 6.6333 3.5556 0.27 0.10 1.75 -0.73
H 5.7499 4.2563 3.5771 -1.07 -0.77 -0.86 0.31
H 6.6362 5.3681 2.7064 0.27 0.47 0.12 0.25
H 4.9821 5.5274 2.3624 -0.81 -0.42 0.52 0.26
H 5.0525 6.4881 6.2110 -0.11 -0.33 -0.06 0.27
H 4.5199 4.8755 5.3988 -0.54 -0.08 1.06 0.29
H 3.4647 7.6314 4.2629 1.24 -0.02 -0.25 0.41
H 2.7383 6.9285 5.5956 0.17 0.23 0.92 0.45
H 0.6250 6.0114 2.9775 0.44 0.09 -0.21 0.25
H 1.5568 7.6001 3.1177 0.13 -0.12 -0.62 0.29
H 0.8285 6.8801 4.5026 -0.79 0.31 0.10 0.31
C 4.1789 3.4090 -5.4273 -1.60 -0.32 0.51 -0.78
O 5.2142 2.7606 -4.7832 2.00 -0.47 0.08 -0.29
C 5.7316 3.4795 -3.6606 -0.85 -0.28 0.24 -0.46
C 7.2043 3.0567 -3.3559 -0.82 0.48 -1.51 -0.25
O 7.5705 3.1660 -2.0115 2.33 -0.42 1.01 -0.27
C 9.0445 3.0538 -1.7380 -0.90 0.85 0.08 -0.82
H 3.7650 2.7042 -6.1484 0.55 0.45 -0.72 0.25
H 4.4103 4.4261 -5.7437 0.24 -0.13 -0.61 0.33
H 3.3101 3.5054 -4.7762 -0.15 0.29 0.60 0.33
H 5.0226 3.2197 -2.8746 0.44 0.09 0.79 0.30
H 5.5552 4.5348 -3.8692 0.61 0.32 0.17 0.28
H 7.8672 3.6716 -3.9646 0.11 0.17 -0.18 0.25
H 7.2377 2.0580 -3.7914 0.35 -0.49 0.41 0.19
H 9.6088 2.2053 -2.1250 -0.86 -0.61 -0.13 0.31
H 9.2282 3.1451 -0.6675 -0.77 -0.59 0.16 0.30
H 9.6666 3.8901 -2.0569 -0.67 0.63 -0.86 0.33
C -1.0325 -4.7243 -9.1987 -0.78 0.80 0.07 -0.75
O -1.5362 -3.4594 -8.6907 -0.15 0.10 0.04 -0.27
C -2.9873 -3.3627 -8.4047 1.30 -1.54 -0.78 -0.30
C -3.5562 -1.9940 -8.0616 1.99 -0.02 1.13 -0.60
O -2.8161 -1.5937 -6.8365 -0.58 1.31 -1.30 -0.30
C -1.6858 -0.6985 -7.1358 -0.12 -1.19 -1.01 -0.72
H -1.1057 -5.5833 -8.5317 -0.80 0.05 0.37 0.28
H 0.0429 -4.7184 -9.3764 0.01 0.99 -0.01 0.25
H -1.5148 -4.9200 -10.1564 -0.12 -0.33 -0.04 0.30
H -3.1439 -4.0261 -7.5542 -0.22 0.18 0.33 0.22
H -3.5049 -3.8461 -9.2332 -0.28 0.19 -0.37 0.39
H -4.6299 -2.1253 -7.9276 0.00 -0.22 0.94 0.29
H -3.5659 -1.2077 -8.8164 0.86 -0.06 -0.25 0.35
H -0.9710 -0.6865 -6.3130 -0.51 -0.06 0.19 0.28
H -1.8991 0.3122 -7.4837 -0.85 0.19 0.64 0.30
H -1.1655 -1.1025 -8.0043 0.25 -0.39 0.08 0.27
C 3.8946 -2.0486 -4.3299 -2.30 0.67 -0.51 -0.70
O 3.7115 -3.4288 -4.5513 2.32 -1.10 -0.63 -0.37
C 4.7145 -4.0121 -5.3873 -0.18 0.09 -0.11 -0.70
C 6.1442 -4.0456 -4.8660 -0.88 -0.05 -0.45 -0.45
O 6.7705 -2.7815 -5.1153 0.55 -0.93 1.09 -0.29
C 8.0109 -2.7117 -4.3987 -0.72 1.22 0.18 -0.78
H 3.9321 -1.5172 -5.2809 0.13 0.04 -0.24 0.34
H 4.6619 -1.5936 -3.7035 0.33 -0.98 0.33 0.24
H 2.8916 -1.8998 -3.9300 0.25 1.20 0.45 0.28
H 4.8123 -3.5443 -6.3670 -0.33 0.85 -0.12 0.37
H 4.3594 -4.9962 -5.6930 0.04 -0.32 0.69 0.40
H 6.5981 -4.8511 -5.4431 0.61 -0.03 -0.15 0.40
H 6.1725 -4.3604 -3.8228 0.09 0.35 0.28 0.35
H 8.3239 -1.6678 -4.3773 0.37 0.04 -1.09 0.27
H 8.7535 -3.4044 -4.7949 0.09 0.09 0.08 0.30
H 7.8932 -2.7765 -3.3170 -0.38 -1.12 0.21 0.33
```
Positions in Å, forces in eV/Å.

Computed properties:
charge = -1
DFT total energy = -165523.11758 eV
E_LUMO = -0.53 eV
HOMO-LUMO gap = 5.448 eV
spin multiplicity = 1

***

spin multiplicity of number 2 (C36H90F4KN2O26S4)?
1

***

What is the DFT total energy in the second record?
-165523.11758 eV